[1]
ORCA calculation (the ωB97M-V functional and the def2-TZVPD basis) on a structure of composition C33H40HgN3O4 in a non-equilibrium geometry.

CARTESIAN COORDINATES (ANGSTROEM)
Hg1 0.152 -0.330 -0.531
C1 -2.269 -0.826 -3.749
C2 -2.938 0.266 -2.910
C3 -3.906 1.096 -3.758
C4 -3.645 -0.292 -1.694
C5 -4.608 -1.278 -1.842
C6 -5.290 -1.786 -0.750
C7 -4.984 -1.303 0.514
C8 -4.021 -0.325 0.712
C9 -3.773 0.158 2.131
C10 -2.307 0.084 2.576
C11 -4.344 1.572 2.312
C12 -3.338 0.212 -0.411
N1 -2.320 1.118 -0.231
C13 -2.362 2.411 -0.410
O1 -3.302 3.124 -0.839
C14 -1.092 3.081 0.078
C15 -1.134 4.427 0.435
C16 0.011 5.010 0.954
C17 1.149 4.232 1.104
C18 1.107 2.895 0.712
N2 0.005 2.346 0.218
C19 2.368 2.058 0.854
O2 3.413 2.632 1.247
N3 2.211 0.785 0.568
C20 3.248 -0.118 0.589
C21 3.250 -1.145 1.564
C22 4.265 -2.089 1.569
C23 5.286 -2.049 0.630
C24 5.262 -1.070 -0.352
C25 4.256 -0.116 -0.399
C26 4.227 0.904 -1.517
C27 4.161 0.222 -2.886
C28 5.419 1.859 -1.415
C29 2.158 -1.170 2.612
C30 1.498 -2.543 2.747
C31 2.722 -0.677 3.949
H1 -1.660 -0.379 -4.539
H2 -3.009 -1.480 -4.220
H3 -1.622 -1.440 -3.120
H4 -2.155 0.939 -2.554
H5 -4.760 0.492 -4.078
H6 -3.405 1.481 -4.652
H7 -4.275 1.937 -3.170
H8 -4.835 -1.659 -2.833
H9 -6.046 -2.552 -0.883
H10 -5.509 -1.708 1.374
H11 -4.334 -0.510 2.796
H12 -1.700 0.833 2.077
H13 -1.888 -0.897 2.337
H14 -2.238 0.239 3.658
H15 -3.971 2.243 1.540
H16 -4.071 1.984 3.290
H17 -5.434 1.551 2.235
H18 -2.055 4.974 0.292
H19 0.016 6.055 1.246
H20 2.072 4.624 1.506
H21 4.270 -2.869 2.324
H22 6.090 -2.776 0.658
H23 6.056 -1.044 -1.093
H24 3.318 1.495 -1.401
H25 5.072 -0.343 -3.101
H26 4.029 0.966 -3.677
H27 3.315 -0.467 -2.921
H28 6.368 1.319 -1.480
H29 5.371 2.374 -0.455
H30 5.390 2.602 -2.217
H31 1.394 -0.461 2.291
H32 2.194 -3.303 3.114
H33 1.103 -2.869 1.784
H34 0.659 -2.484 3.444
H35 3.550 -1.314 4.275
H36 1.956 -0.685 4.730
H37 3.099 0.340 3.831
C32 -0.160 -4.888 -1.443
O3 -0.005 -3.486 -1.190
C33 -0.700 -2.935 -0.163
O4 -1.445 -3.576 0.527
H38 -0.690 -5.023 -2.387
H39 -0.727 -5.340 -0.629
H40 0.835 -5.328 -1.505

Output
Strongest force on any atom ... 0.0266 hartree/bohr
Relative energy (zero: lowest compared OMol25 entry of this formula, charge and spin) ... 0.0 kcal/mol
HOMO-LUMO gap (alpha / beta) ... 5.28 / 6.54 eV
E_LUMO (alpha / beta) ... 0.175 / 0.174 hartree
Highest occupied orbital energy (alpha / beta) ... -0.5 / -1.8 eV
Charge ... -2
Multiplicity ... 2

***

[2]
ORCA calculation (the ωB97M-V functional and the def2-TZVPD basis) on a structure of composition C33H41Br3Cl3F9N4O16S in a non-equilibrium geometry.

CARTESIAN COORDINATES (ANGSTROEM)
C1 3.938 -0.699 -0.305
C2 4.226 -1.120 -1.558
C3 3.538 -2.286 -2.124
C4 3.971 -3.566 -2.209
N1 2.986 -4.262 -2.864
N2 3.081 -5.631 -3.180
C5 1.965 -3.478 -3.187
C6 0.770 -3.970 -3.946
C7 -0.574 -4.079 -3.144
O1 -1.540 -3.251 -3.750
C8 -0.480 -3.664 -1.675
F1 0.354 -4.412 -0.951
F2 -1.700 -3.834 -1.123
F3 -0.215 -2.356 -1.529
N3 2.303 -2.276 -2.736
H1 2.923 -0.414 -0.013
H2 4.706 -0.596 0.457
H3 4.992 -0.606 -2.149
H4 4.903 -3.965 -1.866
H5 2.460 -6.109 -2.526
H6 4.012 -5.927 -2.899
H7 0.597 -3.276 -4.772
H8 1.050 -4.942 -4.348
H9 -0.924 -5.105 -3.234
H10 -1.177 -2.359 -3.797
H11 1.745 -1.442 -2.824
C9 4.272 -3.254 4.248
C10 4.058 -1.830 3.811
O2 4.677 -1.805 2.536
C11 4.577 -3.069 2.026
O3 4.748 -3.352 0.887
O4 4.250 -3.955 2.995
F4 4.693 -0.955 4.628
H12 5.233 -3.400 4.730
H13 3.488 -3.614 4.911
H14 3.011 -1.535 3.711
C12 -4.458 -0.631 -1.476
C13 -3.029 -0.300 -1.851
O5 -2.970 0.730 -2.870
C14 -3.071 1.986 -2.454
O6 -3.210 2.349 -1.325
C15 -2.937 2.939 -3.654
F5 -3.665 2.518 -4.702
F6 -1.669 3.024 -4.066
F7 -3.338 4.181 -3.365
H15 -5.032 -0.901 -2.363
H16 -4.483 -1.461 -0.771
H17 -4.954 0.221 -1.022
H18 -2.549 -1.175 -2.284
H19 -2.442 -0.003 -0.983
C16 -7.524 4.189 -1.985
C17 -6.182 4.132 -1.284
O7 -6.415 3.321 -0.126
S1 -7.523 2.217 -0.465
O8 -6.854 1.014 -0.816
O9 -8.530 2.266 0.530
O10 -8.078 2.874 -1.818
H20 -8.192 4.907 -1.504
H21 -7.445 4.419 -3.033
H22 -5.815 5.111 -0.996
H23 -5.432 3.634 -1.899
C18 -4.906 6.519 -4.903
Cl1 -6.007 6.116 -3.573
Cl2 -5.742 7.375 -6.202
H24 -4.114 7.153 -4.519
H25 -4.491 5.600 -5.298
F8 5.639 -3.573 6.499
C19 5.350 -3.280 7.793
C20 4.167 -2.634 8.086
C21 3.871 -2.341 9.409
C22 4.762 -2.688 10.413
C23 5.950 -3.333 10.097
C24 6.247 -3.637 8.777
H26 3.487 -2.364 7.288
H27 2.944 -1.842 9.656
H28 4.530 -2.456 11.444
H29 6.647 -3.600 10.880
H30 7.163 -4.147 8.510
C25 -3.887 -0.219 -6.534
C26 -2.756 -1.142 -6.640
N4 -1.863 -1.867 -6.724
H31 -4.057 0.263 -7.495
H32 -4.784 -0.761 -6.244
H33 -3.672 0.540 -5.788
C27 -0.561 -2.826 12.210
C28 0.720 -2.026 12.246
O11 1.690 -2.970 11.785
C29 1.036 -3.907 11.045
O12 1.570 -4.732 10.384
O13 -0.309 -3.766 11.165
H34 -1.433 -2.218 11.982
H35 -0.741 -3.371 13.139
H36 0.701 -1.175 11.561
H37 0.969 -1.672 13.243
C30 7.728 -3.108 -4.596
Br1 6.049 -2.925 -3.678
Br2 9.106 -2.041 -3.777
Br3 8.260 -4.962 -4.761
H38 7.582 -2.725 -5.599
C31 -2.676 10.462 -7.023
C32 -2.575 11.888 -6.544
O14 -3.197 11.830 -5.273
C33 -3.005 10.565 -4.801
O15 -3.158 10.235 -3.675
O16 -2.607 9.730 -5.796
F9 -3.273 12.733 -7.341
H39 -3.628 10.259 -7.516
H40 -1.865 10.182 -7.691
H41 -1.553 12.258 -6.433
Cl3 5.407 -0.475 -4.957

Output
Strongest force on any atom ... 0.0432 hartree/bohr
HOMO-LUMO gap ... 6.05 eV
E_LUMO ... -0.004 hartree
Highest occupied orbital energy ... -6.2 eV

***

- Which of these has the lowest strongest force on any atom?
  C33H40HgN3O4

***

- What is the strongest force on any atom in the first record?
  0.0266 hartree/bohr

***

- Which of these has the lowest strongest force on any atom?
  C33H40HgN3O4